[1]
DFT (the ωB97M-V functional and the def2-TZVPD basis) results for a 3-piece molecular cluster, C6H17NO3 overall at a distorted geometry.

Each line ends with the natural charge from an NBO analysis.
Positions of all 27 atoms, in Å:
C 1.54710 2.19393 -0.96444  -0.622
C 0.47324 1.25221 -1.65732  -0.225
C 0.28729 1.97806 -3.03588  -0.603
C 1.09135 -0.14594 -1.89296  -0.408
C 1.51094 -0.83099 -0.58888  -0.224
N 0.27872 -1.30374 0.07456  -0.634
C 0.53805 -1.97493 1.24356  0.553
O -0.27581 -2.19118 2.11452  -0.630
H 2.36019 1.58554 -0.52594  0.191
H 2.10890 2.68006 -1.74448  0.200
H 1.35471 2.92011 -0.18370  0.227
H -0.35459 1.23238 -0.94600  0.220
H 1.27870 1.87538 -3.46742  0.200
H 0.02238 3.00797 -2.79918  0.212
H -0.53695 1.68286 -3.66905  0.210
H 0.42748 -0.82558 -2.42176  0.215
H 1.95024 0.05867 -2.55977  0.207
H 2.07152 -1.74881 -0.91679  0.201
H 2.09932 -0.20435 0.07480  0.200
H -0.61403 -0.89115 -0.13653  0.408
H 1.60473 -2.25822 1.25377  0.112
O -1.61473 1.39886 1.72372  -0.955
H -1.50047 2.01030 2.46444  0.466
H -1.93542 0.61409 2.19921  0.479
O -2.99221 -1.09258 2.44475  -0.961
H -2.02570 -1.15366 2.37825  0.487
H -3.34157 -1.52869 1.65166  0.475

Results
Energy relative to the best compared isomer or geometry (same formula, charge and spin)   37.6 kcal/mol
DFT total energy   -14129.968 eV
Gap between HOMO and LUMO   10.81 eV
SMILES string   CC(C)CCNC=O.O.O
Charge   0

[2]
DFT (the ωB97M-V functional and the def2-TZVPD basis) results for an isolated ion of composition C3H9N2O and charge +1 at a distorted geometry.

Each line ends with the natural charge from an NBO analysis.
Positions of all 15 atoms, in Å:
N 0.39441 0.24544 2.20795  -0.784
C -0.13978 -0.03247 1.00167  0.668
O -1.25132 0.33971 0.65562  -0.640
C 0.76626 -0.71169 -0.03343  -0.544
C 0.19082 -0.66137 -1.44374  -0.215
N -0.12670 0.75240 -1.86669  -0.674
H 1.25834 -0.15588 2.48787  0.407
H -0.23809 0.59872 2.90380  0.425
H 0.77316 -1.77228 0.24536  0.275
H 1.81129 -0.40577 -0.05344  0.245
H -0.68198 -1.25944 -1.68742  0.247
H 0.94203 -1.07227 -2.12069  0.237
H -0.95043 0.77538 -2.45990  0.453
H 0.67006 1.20451 -2.29771  0.437
H -0.37028 1.37220 -1.08281  0.463

Results
Energy relative to the best compared isomer or geometry (same formula, charge and spin)   7.2 kcal/mol
DFT total energy   -8278.764 eV
Gap between HOMO and LUMO   10.83 eV
SMILES string   NC(=O)CC[NH3+]
Charge   +1

[3]
DFT (the ωB97M-V functional and the def2-TZVPD basis) results for an isolated ion of composition C25H26NO and charge +1 at a distorted geometry.

Each line ends with the natural charge from an NBO analysis.
Positions of all 53 atoms, in Å:
C -3.85164 0.04273 1.01256  -0.705
C -2.81654 -0.32267 2.01266  0.509
N -1.57496 -0.76719 1.90817  -0.269
C -0.78357 -0.94235 0.72015  -0.107
C 0.09892 -2.22473 0.73437  0.009
C -0.38279 -3.42672 1.29106  -0.230
C 0.36767 -4.60758 1.20742  -0.210
C 1.58568 -4.65120 0.51014  0.026
C 2.39650 -5.92220 0.40927  -0.643
C 1.97889 -3.49584 -0.16806  -0.205
C 1.22898 -2.32265 -0.08199  -0.214
C -0.14863 0.43076 0.31693  -0.081
C 1.21867 0.67202 0.15566  -0.191
C 1.69874 1.86004 -0.41236  -0.250
C 0.78519 2.87978 -0.72174  0.333
O 1.19194 4.07713 -1.32096  -0.517
C 1.48390 4.15330 -2.69169  0.289
C 0.67746 4.99739 -3.46723  -0.254
C 0.94470 5.11889 -4.82970  -0.189
C 2.00845 4.41591 -5.40327  -0.220
C 2.83081 3.61583 -4.60315  -0.190
C 2.58248 3.48262 -3.23263  -0.268
C -0.58614 2.72639 -0.43274  -0.253
C -1.02684 1.48660 0.02202  -0.149
C -0.98345 -1.04823 3.27289  -0.227
C -2.12427 -0.76316 4.25552  -0.433
C -3.29758 -0.26938 3.42295  -0.470
H -4.75365 0.19905 1.62304  0.252
H -3.71858 1.01138 0.51461  0.271
H -4.06755 -0.75365 0.28940  0.275
H -1.44970 -1.09621 -0.14766  0.242
H -1.36171 -3.45355 1.78203  0.203
H -0.00880 -5.53551 1.64381  0.225
H 3.42998 -5.71068 0.11068  0.227
H 2.42112 -6.44736 1.37081  0.228
H 1.98918 -6.62706 -0.33090  0.236
H 2.86318 -3.50704 -0.80583  0.226
H 1.52410 -1.47572 -0.69165  0.226
H 1.91912 -0.09247 0.48836  0.230
H 2.77052 1.95865 -0.61277  0.239
H -0.14706 5.52373 -2.98825  0.228
H 0.31379 5.76869 -5.43629  0.224
H 2.19616 4.49626 -6.47569  0.225
H 3.68083 3.08871 -5.03770  0.222
H 3.22556 2.88453 -2.58294  0.218
H -1.28237 3.54637 -0.65254  0.241
H -2.09607 1.36316 0.17769  0.178
H -0.66680 -2.09120 3.36404  0.247
H -0.12418 -0.41188 3.52677  0.243
H -2.42629 -1.66287 4.79591  0.237
H -1.88321 -0.01650 5.01534  0.243
H -3.65240 0.74103 3.67419  0.263
H -4.19775 -0.89534 3.49930  0.258

Results
Energy relative to the best compared isomer or geometry (same formula, charge and spin)   15.8 kcal/mol
DFT total energy   -29877.520 eV
Gap between HOMO and LUMO   7.29 eV
SMILES string   CC1=[N+]([C@H](c2ccc(C)cc2)c2ccc(Oc3ccccc3)cc2)CCC1
Charge   +1

Which value of energy relative to the best compared isomer or geometry (same formula, charge and spin) does entry 2 give? 7.2 kcal/mol